No. 1
Below is an isolated molecule of C4H4N2 at a distorted geometry, with properties calculated with wB97M-V/def2-TZVPD.

Positions of all 10 atoms, in Å:
C 0.687 0.522 1.192
C 0.101 0.076 0.109
C -0.256 -0.975 -0.832
N 0.502 -2.210 -0.935
N -0.584 -2.396 -0.393
C -0.039 1.553 0.326
H 1.068 0.229 2.196
H -0.822 -0.792 -1.656
H -1.065 1.908 0.445
H 0.407 2.087 -0.451

Calculated values
Electronic energy ... -264.14437 Eh
SMILES ... C1=C(C2N=N2)C1
M ... 80.1 g mol⁻¹
Kohn-Sham gap ... 9.43 eV
HOMO level ... -9.07 eV

***

No. 2
Below is a structure of composition C4H4N2 at a distorted geometry, with properties calculated with wB97M-V/def2-TZVPD.

Positions of all 10 atoms, in Å:
C 0.645 -1.130 -0.222
C -0.159 -0.872 -1.202
N -1.213 0.762 -1.063
C -1.084 1.465 -0.080
N 0.168 1.018 1.370
C 0.787 -0.036 1.177
H 1.338 -1.953 -0.025
H -0.609 -1.096 -2.156
H -1.418 2.374 0.411
H 1.545 -0.540 1.790

Calculated values
Electronic energy ... -264.13634 Eh
M ... 80.1 g mol⁻¹
Kohn-Sham gap ... 9.41 eV
HOMO level ... -8.88 eV